[1]
C20H12BF16NO2Pt | wB97M-V/def2-TZVPD

Each line ends with the Mulliken charge.
Atoms and positions in Å:
Pt1 1.04618 -1.57277 1.39215  3.010
C1 -4.69142 -0.62447 -2.98165  -1.733
C2 -3.51612 -0.42987 -2.09455  0.443
C3 -2.65662 0.65613 -2.27305  -1.271
C4 -1.51892 0.77553 -1.52675  -0.587
C5 -1.16582 -0.18427 -0.53575  0.494
N1 0.01688 -0.07067 0.06865  -0.156
C6 0.78678 1.05383 0.05905  -0.480
C7 0.23208 2.26883 0.50735  0.127
C8 0.98348 3.41823 0.54475  -1.083
C9 2.30028 3.42303 0.09275  0.517
C10 3.13218 4.65563 0.14895  -1.697
C11 2.84958 2.22243 -0.37025  -0.614
C12 2.14358 1.03543 -0.35475  -0.312
C13 2.75638 -0.28667 -0.84195  1.978
O1 2.63728 -1.32547 0.01775  -1.360
C14 4.29538 -0.18347 -1.08855  0.352
F1 4.61258 0.58523 -2.14505  -0.272
F2 4.92318 0.33453 -0.03215  -0.231
F3 4.81658 -1.37937 -1.30855  -0.258
C15 2.10168 -0.62807 -2.23305  0.678
F4 2.89268 -1.32027 -3.03915  -0.313
F5 1.75528 0.48643 -2.90385  -0.303
F6 0.97928 -1.33497 -2.08415  -0.213
C16 -2.07382 -1.26547 -0.31225  -0.009
C17 -3.21142 -1.35447 -1.08735  -0.658
C18 -1.76792 -2.29107 0.78395  2.030
O2 -0.51312 -2.80457 0.77585  -1.350
C19 -2.67172 -3.56677 0.69695  0.182
F7 -2.29202 -4.46807 1.58915  -0.248
F8 -3.98022 -3.35107 0.91285  -0.242
F9 -2.57762 -4.12927 -0.50795  -0.248
C20 -2.04572 -1.63137 2.18265  0.431
F10 -1.58732 -2.39887 3.15765  -0.245
F11 -1.42432 -0.44017 2.27715  -0.152
F12 -3.33792 -1.38277 2.39935  -0.308
H1 -4.98942 0.31513 -3.43675  0.412
H2 -4.43172 -1.31297 -3.78655  0.315
H3 -5.52612 -1.06457 -2.44305  0.404
H4 -2.88052 1.40043 -3.02395  0.420
H5 -0.83782 1.59243 -1.69995  0.495
H6 -0.78932 2.25713 0.85505  0.618
H7 0.54658 4.32633 0.92765  0.410
H8 2.51178 5.54283 0.23295  0.409
H9 3.78458 4.60813 1.02195  0.309
H10 3.76748 4.74673 -0.72835  0.384
H11 3.85888 2.26293 -0.74225  0.521
H12 -3.91862 -2.15347 -0.93845  0.536
F13 0.84908 -2.36327 4.98635  -0.278
B1 0.86888 -1.04067 5.00115  0.455
F14 -0.30162 -0.41967 4.96195  -0.261
F15 1.84598 -0.43567 5.65495  -0.253
F16 1.41278 -0.75287 3.27085  -0.796

Cartesian forces (eV/Å) of the 2 atoms listed first:
0.0 0.1 -1.4
-0.1 -0.1 -0.1

Results
**<S²>**: 6.06
**Multiplicity**: 5
**Highest occupied orbital energy (spin up / spin down)**: -9.1 / -9.7 eV
**Gap between HOMO and LUMO (spin up / spin down)**: 8.954 / 6.509 eV

---

[2]
C34H91N7O10 | wB97M-V/def2-TZVPD

Each line ends with the Mulliken charge.
Atoms and positions in Å:
C1 3.82029 -1.36373 1.54929  -0.255
O1 4.07624 -2.51140 0.76876  -0.335
C2 4.90687 -2.31590 -0.34166  -1.050
C3 4.36538 -1.50840 -1.50598  0.350
N1 4.49068 -0.06259 -1.25818  -0.274
C4 4.23619 0.64098 -2.54999  -1.311
C5 2.74659 0.88159 -2.85752  0.367
O2 2.16396 -0.29481 -3.42847  0.356
C6 0.98822 -0.06297 -4.16414  -1.829
H1 2.97822 -1.38802 2.24098  0.149
H2 3.53729 -0.43913 1.04618  -0.153
H3 4.69015 -1.09222 2.14738  0.374
H4 5.17046 -3.30024 -0.72856  0.485
H5 5.88076 -1.89160 -0.09755  0.367
H6 3.35544 -1.81966 -1.77288  -0.127
H7 5.04547 -1.73689 -2.32657  0.393
H8 3.72381 0.18056 -0.64755  -0.114
H9 4.76732 0.18990 -3.38816  0.403
H10 4.61320 1.66369 -2.54359  0.513
H11 2.74678 1.72147 -3.55229  0.579
H12 2.22040 1.24270 -1.97388  -0.296
H13 0.53699 -1.00835 -4.46537  0.158
H14 1.26132 0.42310 -5.10076  0.399
H15 0.24808 0.53702 -3.63471  0.417
C7 0.43939 -0.44139 4.33731  -0.125
O3 -0.88518 -0.09573 4.81492  -0.566
C8 -2.03481 -0.29219 3.98451  0.288
C9 -2.50043 -1.75386 3.89959  -0.628
N2 -1.65266 -2.53721 2.99193  0.195
C10 -2.03293 -3.92462 2.86719  -0.633
C11 -1.23746 -4.64694 1.73217  -0.915
O4 -1.81419 -4.22119 0.50759  0.383
C12 -2.80105 -5.08419 -0.10133  -1.710
H16 0.50454 0.18863 3.45022  -0.160
H17 0.45645 -1.51947 4.17743  0.191
H18 1.18772 -0.13356 5.06762  0.376
H19 -1.87930 0.17523 3.01218  -0.504
H20 -2.80517 0.41944 4.28155  0.449
H21 -3.54395 -1.79902 3.58793  0.264
H22 -2.48169 -2.22947 4.88018  0.425
H23 -1.60837 -2.14040 2.06420  -0.248
H24 -3.10763 -4.09855 2.81360  0.184
H25 -1.71273 -4.39131 3.79873  0.478
H26 -1.26166 -5.72181 1.91155  0.604
H27 -0.21901 -4.27635 1.61594  0.206
H28 -3.71367 -5.20800 0.48169  0.274
H29 -2.45354 -6.09106 -0.33274  0.318
H30 -3.16624 -4.50101 -0.94669  0.255
C13 -1.80736 5.99768 1.06053  -1.541
C14 -2.23809 4.81882 0.21219  0.117
C15 -1.08773 4.16689 -0.59275  0.747
O5 -0.39692 5.09085 -1.44150  -0.519
C16 0.80724 4.54010 -1.94525  -0.487
N3 -2.87696 3.90850 1.10094  -0.565
H31 -2.62214 6.39721 1.66436  0.499
H32 -1.30436 6.76720 0.47493  0.257
H33 -1.09021 5.62571 1.79225  0.253
H34 -2.97394 5.27414 -0.45062  0.266
H35 -1.47778 3.36987 -1.22578  0.179
H36 -0.39879 3.81888 0.17690  -0.312
H37 1.57153 4.35458 -1.19057  0.014
H38 1.25184 5.12450 -2.75079  0.403
H39 0.61918 3.58682 -2.43920  0.175
H40 -3.24712 3.08151 0.65467  0.090
H41 -3.66226 4.50403 1.32170  0.317
C17 4.15478 4.75148 1.84016  -1.312
C18 3.08627 5.21037 2.83812  0.060
C19 1.97268 6.02565 2.12321  0.070
O6 2.56857 7.26430 1.75276  -0.397
C20 1.79284 7.90878 0.74055  -0.574
N4 2.54528 4.05007 3.47053  -0.470
H42 3.77044 4.10895 1.04798  0.091
H43 4.93213 4.24762 2.41458  0.436
H44 4.64500 5.62340 1.40711  0.389
H45 3.51889 5.84227 3.61377  0.554
H46 1.19293 6.23182 2.85642  0.477
H47 1.49254 5.43783 1.34088  -0.416
H48 0.82228 8.19185 1.14795  0.263
H49 1.58212 7.21465 -0.07301  0.188
H50 2.37346 8.79171 0.47333  0.292
H51 3.33980 3.62850 3.93000  0.249
H52 2.01891 4.45380 4.23214  0.268
C21 1.24161 -5.21780 -1.54560  -1.569
C22 1.90430 -4.89333 -2.92910  0.822
C23 3.44457 -4.97605 -2.83599  -0.302
O7 4.06480 -4.45435 -3.97875  -0.286
C24 5.47591 -4.49167 -3.84655  -0.720
N5 1.29934 -5.67650 -3.99718  -0.853
H53 0.16537 -5.09994 -1.67176  0.221
H54 1.54500 -4.61727 -0.68803  0.267
H55 1.41062 -6.26675 -1.30219  0.685
H56 1.62248 -3.89090 -3.25130  -0.128
H57 3.72592 -6.01496 -2.66388  0.433
H58 3.76258 -4.34167 -2.00862  -0.108
H59 5.88632 -3.88683 -4.65515  0.273
H60 5.91828 -5.48787 -3.84711  0.304
H61 5.76066 -4.02023 -2.90593  0.222
H62 1.61269 -6.63115 -3.89449  0.326
H63 1.77490 -5.33115 -4.81857  0.338
C25 0.38205 -1.57057 -0.94494  0.480
C26 -0.21013 -1.06788 0.39520  0.376
C27 -0.04033 0.50977 0.63323  -1.148
O8 1.34451 0.73510 0.88453  1.066
C28 1.80447 2.10544 0.99544  -1.408
N6 -1.62497 -1.47616 0.34935  0.258
H64 0.24239 -2.64609 -1.05384  -0.232
H65 1.45148 -1.36473 -0.89967  -0.100
H66 0.00911 -0.98166 -1.78292  -0.311
H67 0.31220 -1.62661 1.17178  0.437
H68 -0.67248 0.84874 1.45395  0.182
H69 -0.23816 1.03546 -0.30091  -0.214
H70 2.71371 2.07318 1.59573  0.347
H71 1.11658 2.74762 1.54545  0.373
H72 2.06166 2.47756 0.00374  0.038
H73 -1.60882 -2.48483 0.39869  -0.464
H74 -1.92816 -1.28494 -0.59490  0.406
C29 -6.26790 0.59282 0.58369  -1.931
C30 -5.05186 -0.19785 1.09689  0.430
C31 -5.12985 -1.72857 0.86591  0.261
O9 -6.24006 -2.32487 1.48500  -0.405
C32 -6.28302 -3.65886 1.27971  -0.593
N7 -3.92831 0.44218 0.50091  0.198
H75 -6.45581 0.33730 -0.45914  0.314
H76 -6.11516 1.65415 0.77955  0.385
H77 -7.15762 0.37414 1.17418  0.444
H78 -5.05767 -0.07367 2.17978  0.360
H79 -4.17385 -2.11172 1.22279  -0.672
H80 -5.11642 -1.95282 -0.20069  0.582
H81 -6.62700 -4.05228 0.32315  0.375
H82 -6.94023 -4.13884 2.00482  0.339
H83 -5.28502 -4.05661 1.46381  -0.070
H84 -3.06602 0.02165 0.81667  -0.323
H85 -3.87178 0.25266 -0.48954  -0.418
C33 -3.97762 1.21481 -3.06344  -1.962
C34 -2.65480 0.61030 -2.67384  1.795
O10 -3.04595 -0.58496 -2.08503  3.019
H86 -3.73499 2.27689 -3.09803  0.273
H87 -4.79429 1.11742 -2.34813  0.204
H88 -4.39669 0.89403 -4.01717  0.596
H89 -2.14283 1.26016 -1.96414  -0.993
H90 -1.99392 0.55126 -3.53862  -0.551
H91 -3.34364 -1.22122 -2.73937  -1.697

Cartesian forces (eV/Å) of the 2 atoms listed first:
0.3 1.3 0.5
-0.9 0.2 0.4

Results
**<S²>**: 0.75
**Multiplicity**: 2
**Highest occupied orbital energy (spin up / spin down)**: 0.5 / -6.1 eV
**Charge**: -1
**Gap between HOMO and LUMO (spin up / spin down)**: 1.722 / 8.272 eV

---

no.,strongest force on any atom (Eh/bohr)
1,0.046
2,0.049